## w
Computed, not measured: C5H10NO2 as an isolated structure, with ωB97M-V/def2-TZVPD.

Structure (XYZ):
```
18
Properties=species:S:1:pos:R:3:mulliken_charge:R:1
O -1.170 1.623 2.799 -0.747
C -1.391 0.475 2.299 0.388
O -2.105 -0.497 2.742 -0.762
C -0.667 0.318 0.999 -0.533
C -0.687 -0.992 0.265 -0.128
C -0.449 -0.748 -1.212 -0.462
C 0.967 -0.474 -1.592 -0.309
N 2.131 -0.550 -0.794 -0.697
H 0.317 0.813 1.098 0.259
H -1.162 1.042 0.287 0.216
H -1.606 -1.502 0.591 0.419
H 0.145 -1.597 0.697 0.186
H -1.074 -1.232 -1.945 0.407
H 0.084 0.452 -1.245 0.204
H 1.846 2.309 -0.675 -0.022
H 1.213 -0.452 -2.669 0.365
H 1.376 2.544 -1.088 0.020
H 2.230 -1.531 -0.556 0.197
```

Values from the calculation:
E_HOMO ... -4.20 eV
Kohn-Sham gap ... 7.35 eV
Charge ... -1
LUMO energy ... 3.15 eV

## x
Computed, not measured: an isolated ion of composition C5H10NO2 and charge -1, with ωB97M-V/def2-TZVPD.

Structure (XYZ):
```
18
Properties=species:S:1:pos:R:3:mulliken_charge:R:1
C 1.879 -0.826 1.281 -0.897
C 0.618 0.154 1.280 0.673
O 0.169 0.449 2.403 -0.640
N 0.271 0.769 0.004 0.020
C -0.972 1.603 0.181 -1.057
C 0.179 -0.007 -1.229 -0.852
C -1.297 -0.956 -1.349 -0.031
O -1.596 -1.165 -2.609 -0.857
H 1.567 -1.554 0.488 0.291
H 2.858 -0.338 1.115 0.233
H 1.939 -1.310 2.381 0.229
H -1.910 1.065 0.005 0.278
H -0.653 2.432 -0.375 0.422
H -0.835 2.045 1.263 0.305
H -0.078 0.674 -1.990 0.414
H 1.074 -0.686 -1.324 0.277
H -2.204 -0.493 -0.670 0.022
H -1.009 -1.856 -0.855 0.170
```

Values from the calculation:
E_HOMO ... -2.58 eV
Kohn-Sham gap ... 6.35 eV
Charge ... -1
LUMO energy ... 3.77 eV
SMILES ... CC(=O)N(C)CC[O-]

Which structure wins on stability? x wins.

## w
Computed, not measured: an isolated molecule of C2Cl3F, with ωB97M-V/def2-TZVPD.

Structure (XYZ):
```
6
Properties=species:S:1:pos:R:3:mulliken_charge:R:1
F -0.921 -1.430 -0.003 -0.183
C -0.638 -0.133 -0.008 0.285
Cl -1.885 0.982 0.011 -0.101
C 0.910 0.287 0.017 0.272
Cl 1.255 1.943 0.008 -0.145
Cl 2.124 -0.877 0.008 -0.128
```

Values from the calculation:
E_HOMO ... -8.47 eV
Kohn-Sham gap ... 8.69 eV
LUMO energy ... 0.22 eV
SMILES ... FC(Cl)=C(Cl)Cl

## x
Computed, not measured: an isolated molecule of C2Cl3F, with ωB97M-V/def2-TZVPD.

Structure (XYZ):
```
6
Properties=species:S:1:pos:R:3:mulliken_charge:R:1
F 0.714 1.630 0.032 -0.202
C 0.584 0.305 0.045 0.208
Cl 2.142 -0.450 -0.059 -0.115
C -0.625 -0.246 0.030 0.397
Cl -0.729 -1.940 0.006 -0.157
Cl -2.087 0.703 -0.054 -0.131
```

Values from the calculation:
E_HOMO ... -9.64 eV
Kohn-Sham gap ... 10.30 eV
LUMO energy ... 0.67 eV
SMILES ... FC(Cl)=C(Cl)Cl

Which structure wins on stability? x wins.

## w
Computed, not measured: a 2-piece molecular cluster, C2H8N2O3S overall, with ωB97M-V/def2-TZVPD.

Structure (XYZ):
```
16
Properties=species:S:1:pos:R:3:mulliken_charge:R:1
C 0.965 1.757 0.640 -0.752
C -1.905 0.372 -1.757 -0.517
N 1.704 -1.258 0.401 -0.596
N -0.761 -0.066 0.210 -0.250
O -0.391 -2.467 0.792 -0.618
O 0.307 -0.560 2.311 -0.600
O -0.792 -0.350 -1.091 -0.092
S 0.087 -1.133 1.040 1.142
H 0.079 2.259 0.998 0.346
H 1.817 1.277 1.364 0.268
H 1.393 1.805 -0.331 0.332
H -1.707 1.440 -1.620 0.253
H -2.908 0.197 -1.214 0.259
H -2.003 0.102 -2.788 0.266
H 2.322 -1.280 1.222 0.262
H 1.796 -2.096 -0.177 0.296
```

Values from the calculation:
E_HOMO (alpha / beta) ... -9.67 / -8.81 eV
Kohn-Sham gap (alpha / beta) ... 9.59 / 7.47 eV
LUMO energy (alpha / beta) ... -0.08 / -1.34 eV

## x
Computed, not measured: C2H8N2O3S as an isolated structure, with ωB97M-V/def2-TZVPD.

Structure (XYZ):
```
16
Properties=species:S:1:pos:R:3:mulliken_charge:R:1
C -0.345 -0.923 -1.927 -0.802
C -1.849 0.008 -0.321 -0.844
N 2.271 0.087 1.943 -0.526
N -0.614 0.058 -0.953 0.005
O 1.374 1.791 0.392 -0.647
O -0.050 1.001 2.220 -0.633
O 0.472 -0.420 0.391 -0.396
S 0.954 0.725 1.251 1.216
H 0.743 -1.030 -2.394 0.269
H -0.900 -1.865 -1.722 0.322
H -0.864 -0.479 -2.732 0.417
H -1.957 -0.788 0.403 0.352
H -2.027 0.923 0.217 0.342
H -2.656 0.048 -1.089 0.359
H 2.366 0.539 2.829 0.286
H 3.081 0.324 1.492 0.282
```

Values from the calculation:
E_HOMO ... -10.17 eV
Kohn-Sham gap ... 9.64 eV
LUMO energy ... -0.53 eV

Which structure wins on stability? x wins.

## w
Computed, not measured: an isolated molecule of C6H5FO, with ωB97M-V/def2-TZVPD.

Structure (XYZ):
```
13
Properties=species:S:1:pos:R:3:mulliken_charge:R:1
O 1.464 0.035 -2.143 -0.557
C 0.674 -0.165 -1.263 0.424
C -0.048 -1.365 -0.946 -0.470
C -0.548 -1.109 0.233 -0.569
C -0.548 0.169 0.912 0.859
F -1.772 0.606 1.552 -0.329
C 0.688 0.755 1.390 -0.798
C 0.240 0.799 -0.131 -0.224
H 0.164 -2.251 -1.582 0.386
H -1.076 -1.943 0.665 0.394
H 1.592 0.267 1.657 0.292
H 0.515 1.789 1.802 0.237
H 0.290 1.899 -0.532 0.355
```

Values from the calculation:
E_HOMO ... -9.90 eV
Kohn-Sham gap ... 9.83 eV
LUMO energy ... -0.06 eV
SMILES ... O=C1C=C[C@@]2(F)C[C@@H]12

## x
Computed, not measured: an isolated molecule of C6H5FO, with ωB97M-V/def2-TZVPD.

Structure (XYZ):
```
13
Properties=species:S:1:pos:R:3:mulliken_charge:R:1
C 0.687 -2.681 -0.875 -0.048
C -0.022 -1.952 -0.212 -0.352
C -0.907 -1.085 0.593 -0.565
C -0.751 0.448 0.231 0.429
O -1.768 1.114 0.165 -0.551
C 0.546 1.144 0.037 0.412
C 0.596 2.438 -0.227 -0.738
F 1.680 0.407 0.203 -0.248
H 1.356 -3.183 -1.551 0.402
H -0.674 -1.238 1.652 0.286
H -1.959 -1.345 0.507 0.305
H 1.527 3.005 -0.265 0.302
H -0.311 2.926 -0.257 0.366
```

Values from the calculation:
E_HOMO ... -9.96 eV
Kohn-Sham gap ... 9.84 eV
LUMO energy ... -0.12 eV
SMILES ... C#CCC(=O)C(=C)F

Which structure wins on stability? x wins.

## w
Computed, not measured: a 2-piece molecular cluster, ClFH2NP overall, with ωB97M-V/def2-TZVPD.

Structure (XYZ):
```
6
Properties=species:S:1:pos:R:3:mulliken_charge:R:1
N 1.315 -0.110 0.200 -0.668
F -1.101 1.770 0.256 -0.238
P -0.819 0.500 -0.783 0.564
Cl -1.952 -0.917 0.083 -0.144
H 0.807 -0.754 0.834 0.249
H 1.750 -0.489 -0.590 0.238
```

Values from the calculation:
E_HOMO (alpha / beta) ... -9.50 / -9.50 eV
Kohn-Sham gap (alpha / beta) ... 8.95 / 8.95 eV
LUMO energy (alpha / beta) ... -0.55 / -0.55 eV

## x
Computed, not measured: a 2-piece molecular cluster, ClFH2NP overall, with ωB97M-V/def2-TZVPD.

Structure (XYZ):
```
6
Properties=species:S:1:pos:R:3:mulliken_charge:R:1
N 1.697 0.271 -0.145 -0.459
F -1.646 -1.828 -0.621 -0.206
P -1.311 -0.784 0.547 0.401
Cl -2.335 0.757 -0.330 -0.171
H 1.519 1.200 -0.204 0.215
H 2.075 0.385 0.752 0.220
```

Values from the calculation:
E_HOMO (alpha / beta) ... -11.23 / -8.43 eV
Kohn-Sham gap (alpha / beta) ... 10.24 / 7.54 eV
LUMO energy (alpha / beta) ... -0.99 / -0.89 eV

Which structure wins on stability? w wins.

## w
Computed, not measured: a 2-piece molecular cluster, C2HNO3 overall, with ωB97M-V/def2-TZVPD.

Structure (XYZ):
```
7
Properties=species:S:1:pos:R:3:mulliken_charge:R:1
C 0.696 1.459 -0.903 -0.175
N 0.975 0.698 -0.084 0.369
O 1.267 -0.103 0.768 -0.591
H 0.376 2.128 -1.661 0.398
O -0.866 -2.125 1.502 -0.383
C -1.086 -1.387 0.629 0.820
O -1.362 -0.669 -0.251 -0.437
```

Values from the calculation:
E_HOMO ... -10.40 eV
Kohn-Sham gap ... 11.08 eV
LUMO energy ... 0.69 eV
SMILES ... C#[N+][O-].O=C=O

## x
Computed, not measured: an isolated molecule of C2HNO3, with ωB97M-V/def2-TZVPD.

Structure (XYZ):
```
7
Properties=species:S:1:pos:R:3:mulliken_charge:R:1
O 2.287 0.049 -0.094 -0.535
C 1.066 0.210 0.061 0.689
O 0.266 -0.851 0.233 -0.268
C -0.923 -0.516 -0.067 0.102
N -1.146 0.768 -0.023 -0.215
O 0.311 1.267 0.147 -0.210
H -1.860 -0.927 -0.256 0.437
```

Values from the calculation:
E_HOMO ... -11.14 eV
Kohn-Sham gap ... 11.54 eV
LUMO energy ... 0.40 eV
SMILES ... O=c1ocno1

Which structure wins on stability? w wins.

## w
Computed, not measured: a 2-piece molecular cluster, CH4INS overall, with ωB97M-V/def2-TZVPD.

Structure (XYZ):
```
8
Properties=species:S:1:pos:R:3:mulliken_charge:R:1
C 0.599 -0.377 0.772 -0.513
N 1.063 -0.954 -0.501 -0.158
S 2.473 -1.592 -0.744 -0.046
H 1.327 -0.459 1.662 0.285
H 0.337 0.703 0.628 0.102
H -0.337 -0.823 0.867 0.307
I -2.260 1.841 -0.753 -0.060
H -3.201 1.661 -1.930 0.082
```

Values from the calculation:
E_HOMO ... -8.32 eV
Kohn-Sham gap ... 7.30 eV
LUMO energy ... -1.02 eV
SMILES ... CN=S.I

## x
Computed, not measured: CH4INS as an isolated structure, with ωB97M-V/def2-TZVPD.

Structure (XYZ):
```
8
Properties=species:S:1:pos:R:3:mulliken_charge:R:1
C 0.552 0.436 -0.241 -0.853
N 0.384 -2.107 0.251 -0.464
S 1.334 -0.904 0.683 0.156
I 0.560 -4.040 0.872 0.162
H 0.637 0.164 -1.368 0.247
H 0.961 1.328 -0.072 0.387
H -0.435 0.533 0.094 0.268
H -1.120 -1.778 1.094 0.097
```

Values from the calculation:
E_HOMO (alpha / beta) ... -8.22 / -8.04 eV
Kohn-Sham gap (alpha / beta) ... 7.54 / 7.39 eV
LUMO energy (alpha / beta) ... -0.69 / -0.65 eV

## y
Computed, not measured: an isolated molecule of CH4INS, with ωB97M-V/def2-TZVPD.

Structure (XYZ):
```
8
Properties=species:S:1:pos:R:3:mulliken_charge:R:1
C 0.433 0.180 0.793 -0.733
N -0.075 0.726 -0.451 -0.258
S -1.529 0.171 -0.999 -0.081
I -1.139 -2.372 -1.448 -0.112
H 0.743 1.150 1.134 0.307
H -0.276 -0.354 1.430 0.318
H 1.316 -0.472 0.754 0.289
H 0.527 0.970 -1.212 0.271
```

Values from the calculation:
E_HOMO ... -8.81 eV
Kohn-Sham gap ... 7.92 eV
LUMO energy ... -0.89 eV
SMILES ... CNSI

Which structure wins on stability? y wins.

## w
Computed, not measured: an isolated molecule of C3H4Cl2O, with ωB97M-V/def2-TZVPD.

Structure (XYZ):
```
10
Properties=species:S:1:pos:R:3:mulliken_charge:R:1
O 0.989 1.294 1.880 -0.452
C -0.125 0.875 2.045 0.009
C -0.654 -0.111 1.097 -0.716
C -0.051 0.158 -0.280 0.166
Cl -1.272 -0.150 -1.612 -0.210
Cl 1.255 -0.855 -0.568 -0.139
H -0.718 1.200 2.889 0.390
H -0.377 -1.068 1.341 0.345
H -1.803 -0.143 1.099 0.321
H 0.262 1.209 -0.475 0.286
```

Values from the calculation:
E_HOMO ... -10.42 eV
Kohn-Sham gap ... 11.11 eV
LUMO energy ... 0.69 eV
SMILES ... O=CCC(Cl)Cl

## x
Computed, not measured: an isolated molecule of C3H4Cl2O, with ωB97M-V/def2-TZVPD.

Structure (XYZ):
```
10
Properties=species:S:1:pos:R:3:mulliken_charge:R:1
Cl -0.907 2.104 0.079 -0.120
C -0.985 0.425 -0.453 -0.113
Cl -2.321 -0.534 0.084 -0.168
C 0.275 -0.422 -0.438 -0.040
C 1.076 -0.258 0.778 -0.405
O 1.466 0.270 -0.500 -0.384
H -1.242 0.539 -1.433 0.305
H 0.423 -1.427 -0.849 0.435
H 0.571 0.384 1.490 0.219
H 1.644 -1.081 1.241 0.271
```

Values from the calculation:
E_HOMO ... -10.60 eV
Kohn-Sham gap ... 11.38 eV
LUMO energy ... 0.78 eV
SMILES ... ClC(Cl)[C@@H]1CO1

Which structure wins on stability? w wins.